Below is 9 unconnected molecules or ions with the total composition C54H131N9O13 in a non-equilibrium geometry, with properties calculated with ωB97M-V/def2-TZVPD.

CARTESIAN COORDINATES (ANGSTROEM)
C 10.66394 24.57014 -10.19607
C 12.23114 24.54630 -9.88560
C 12.87421 25.86697 -10.24878
O 12.74548 26.39680 -11.54950
C 13.31667 25.62731 -12.57634
N 12.37938 24.34560 -8.46538
H 10.52592 24.70489 -11.26887
H 10.28551 25.44452 -9.66659
H 10.28408 23.70310 -9.65564
H 12.69396 23.72588 -10.43408
H 13.91953 25.93763 -9.94809
H 12.32062 26.55326 -9.60797
H 13.37295 26.24961 -13.46946
H 12.58770 24.85554 -12.82350
H 14.30491 25.27231 -12.28403
H 13.32080 24.29929 -8.10249
H 12.12031 25.25051 -8.09914
C -1.73113 31.76719 -19.47850
C -0.93728 30.96358 -18.40240
C 0.60797 31.06233 -18.33272
O 1.34307 30.09883 -17.61225
C 2.75693 30.26332 -17.60426
N -1.48276 31.26495 -17.12009
H -1.64361 32.84982 -19.38703
H -2.79544 31.58428 -19.33055
H -1.54823 31.45461 -20.50657
H -1.18991 29.93516 -18.66049
H 0.99031 32.04480 -18.05580
H 1.05813 30.82400 -19.29639
H 3.12481 31.28897 -17.57604
H 3.30599 29.98191 -18.50285
H 3.11828 29.69908 -16.74451
H -0.78890 31.01592 -16.42970
H -1.68878 32.23769 -16.94279
C 6.20585 24.20927 -8.50079
C 5.82858 22.73150 -8.23661
C 6.37321 21.74236 -9.26936
O 6.29113 20.37023 -8.86908
C 5.09141 19.73461 -9.08425
N 6.47230 22.55303 -6.89294
H 5.73983 24.94743 -7.84807
H 5.97439 24.46577 -9.53459
H 7.25261 24.40076 -8.26476
H 4.75489 22.58543 -8.11849
H 7.43386 21.99066 -9.30764
H 5.92825 21.95658 -10.24107
H 5.13328 18.74153 -8.63687
H 4.84748 19.87377 -10.13745
H 4.42145 20.45510 -8.61504
H 7.36160 23.01252 -7.02749
H 6.67421 21.56347 -6.90358
C 11.23855 33.51103 -12.41620
O 9.92683 32.81150 -12.60432
C 9.55454 31.71614 -11.74583
C 10.56462 30.70329 -11.17517
N 10.90259 31.23734 -9.88639
C 11.49831 30.19100 -9.07280
C 13.09864 30.16748 -9.21567
O 13.70364 31.43263 -8.87494
C 13.47555 31.75187 -7.52931
H 11.41514 34.47422 -12.89494
H 12.08679 32.89357 -12.71170
H 11.27345 33.67407 -11.33902
H 8.93548 31.26292 -12.52007
H 8.78085 31.89182 -10.99841
H 11.45612 30.67516 -11.80169
H 9.96524 29.79324 -11.20097
H 11.59971 31.96617 -9.94045
H 11.09251 29.18765 -9.20202
H 11.18880 30.40014 -8.04881
H 13.29766 29.98141 -10.27107
H 13.46530 29.33768 -8.61144
H 12.47416 31.99184 -7.17190
H 14.09121 32.60639 -7.24848
H 13.79547 31.06850 -6.74270
C 5.86923 22.89513 -20.55853
O 4.53200 22.49880 -20.21083
C 4.39346 21.82187 -18.97555
C 4.58331 22.61033 -17.66041
N 3.45509 23.45145 -17.28543
C 3.14072 24.61314 -18.18346
C 1.63168 24.90724 -17.97922
O 0.74847 24.03290 -18.61206
C 0.76814 24.08791 -19.98728
H 6.38709 23.47954 -19.79802
H 5.76430 23.55443 -21.42017
H 6.51440 22.04693 -20.78748
H 5.12029 21.01092 -19.02226
H 3.42504 21.33156 -18.87626
H 5.49101 23.20962 -17.73131
H 4.76055 21.78399 -16.97205
H 2.59434 23.02541 -17.59800
H 3.34116 24.40673 -19.23481
H 3.59859 25.55009 -17.86632
H 1.46799 25.97756 -18.10454
H 1.45045 24.71722 -16.92132
H 0.11688 23.31568 -20.39672
H 1.74417 24.07956 -20.47246
H 0.52304 25.07589 -20.37704
C 2.00404 21.22746 -12.60231
O 1.29347 20.07841 -13.05902
C 0.81722 20.12187 -14.40799
C 0.04042 18.80887 -14.80675
N 0.89130 17.61506 -14.77806
C 1.54024 17.34447 -13.44642
C 2.48216 16.18599 -13.63938
O 3.50836 16.12887 -12.68281
C 4.60044 16.96604 -12.80415
H 1.24109 21.91352 -12.23442
H 2.50906 21.74324 -13.41902
H 2.76418 21.30524 -11.82498
H 1.64239 20.20312 -15.11552
H 0.12348 20.92349 -14.66138
H -0.46200 18.98563 -15.75776
H -0.72476 18.72762 -14.03474
H 1.63164 17.82159 -15.43331
H 0.73765 17.18378 -12.72660
H 2.15218 18.21891 -13.22507
H 3.03043 16.11762 -14.57897
H 1.87648 15.32896 -13.34482
H 5.24306 17.15221 -11.94365
H 4.32118 17.95218 -13.17516
H 5.28579 16.55982 -13.54805
C 1.76613 22.27144 -9.22914
O 1.41213 23.60495 -9.62603
C 0.07082 23.84213 -9.65102
C -0.37566 25.19016 -10.22849
N -0.32353 26.30195 -9.33139
C 0.85876 27.16529 -9.37897
C 0.82858 28.23111 -10.47393
O 1.32528 29.53236 -10.14395
C 2.50822 29.50204 -9.32021
H 2.70078 21.92799 -9.67249
H 1.04297 21.53700 -9.58376
H 1.82953 22.25166 -8.14117
H -0.53729 23.59804 -8.77998
H -0.37560 23.12682 -10.34177
H -1.40799 24.95623 -10.48860
H 0.12327 25.47928 -11.15347
H -0.12294 25.77276 -8.49484
H 1.76245 26.55872 -9.31964
H 0.88002 27.63634 -8.39624
H -0.20611 28.49048 -10.69809
H 1.37370 28.11060 -11.41010
H 2.41103 29.18785 -8.28101
H 3.08449 30.42691 -9.29497
H 3.29084 28.87280 -9.74408
C 9.20757 34.83516 -8.39096
C 7.97924 34.31037 -7.58277
C 6.79002 34.99531 -8.30277
C 5.32428 34.52611 -7.92130
C 5.21790 32.99560 -8.08759
C 6.43240 32.10657 -7.54151
N 7.70360 32.82515 -7.79225
O 8.78925 31.95637 -7.45309
C 6.21271 31.79871 -6.04278
C 6.46489 30.82390 -8.38879
C 8.10004 34.72692 -6.11930
H 10.12485 34.57515 -7.86267
H 9.20683 35.92152 -8.47988
H 9.19536 34.32870 -9.35608
H 6.73169 36.04156 -8.00264
H 6.78883 34.84694 -9.38263
H 4.65455 34.99062 -8.64504
H 5.21824 34.77615 -6.86568
H 4.96007 32.73500 -9.11410
H 4.32670 32.76537 -7.50376
H 7.14991 31.33395 -5.73658
H 5.74896 32.61204 -5.48463
H 5.56098 30.94474 -5.85813
H 6.65939 31.08057 -9.43013
H 7.20150 30.10959 -8.02100
H 5.49050 30.33852 -8.44418
H 8.93674 34.23627 -5.62203
H 7.18276 34.53839 -5.56148
H 8.40180 35.75078 -5.89848
H 9.12384 31.75684 -8.33049
C 3.20063 25.56831 -11.96073
C 4.35173 25.62389 -13.00822
C 3.95702 26.72046 -14.07381
C 4.33973 28.11122 -13.65069
C 5.85324 28.06765 -13.32122
C 6.33904 27.20644 -12.14208
N 5.74966 25.83606 -12.56180
O 6.27796 24.84704 -11.86696
C 7.88553 27.19192 -12.15416
C 5.77267 27.76631 -10.81788
C 4.21643 24.29115 -13.92665
H 3.29409 24.65986 -11.36567
H 2.19470 25.58915 -12.37998
H 3.18255 26.43684 -11.30237
H 4.42444 26.45859 -15.02305
H 2.90350 26.75324 -14.35154
H 3.74057 28.36975 -12.77761
H 4.08135 28.90136 -14.35568
H 6.18496 29.07467 -13.06831
H 6.45000 27.78541 -14.18858
H 8.36620 26.79757 -13.04945
H 8.26693 28.20864 -12.05979
H 8.16133 26.63681 -11.25756
H 4.71453 27.99350 -10.94758
H 5.70365 27.01078 -10.03524
H 6.29351 28.63777 -10.42117
H 3.17926 24.01448 -14.11595
H 4.59675 23.43910 -13.36321
H 4.79230 24.33793 -14.85093
H 6.92203 24.61642 -12.54045

Force components x, y, z for each atom (eV/Å):
C 2.5 0.4 1.0
C -0.9 -0.5 -1.3
C -0.3 0.8 -0.1
O -0.3 0.4 0.3
C -0.8 0.2 -0.1
N -0.2 0.4 0.9
H -0.5 -0.5 0.2
H -0.2 0.2 -0.1
H -0.4 -0.2 -0.8
H 0.0 -0.2 0.0
H 0.4 -0.4 0.1
H 0.1 0.6 0.0
H 0.2 0.2 0.1
H 0.5 -0.7 -0.1
H 0.1 -0.3 -0.2
H 0.6 -0.5 -0.6
H -0.7 0.2 0.7
C 0.4 -0.1 0.3
C 0.3 0.0 -0.6
C 1.4 0.1 -2.7
O -0.4 -0.7 1.8
C -0.1 0.3 0.0
N -0.5 -0.2 1.5
H 0.4 0.1 0.0
H 0.0 -0.3 0.3
H 0.4 0.1 0.1
H 0.2 -0.4 0.2
H -0.5 0.5 0.2
H -0.6 0.9 -1.2
H -0.6 0.6 0.8
H -0.5 -1.0 -0.5
H 0.1 0.1 -0.2
H -0.1 -0.2 0.4
H 0.0 0.2 -0.4
C -0.8 -0.2 -1.1
C 0.5 1.2 1.7
C 0.4 0.5 0.6
O 2.8 0.8 0.2
C -0.9 2.1 -0.1
N -0.7 -1.0 -1.0
H -0.7 -0.4 0.1
H 0.3 0.3 0.0
H 0.3 -0.4 -0.6
H -0.2 0.3 0.0
H 0.2 -0.3 -0.4
H -0.1 -0.3 -0.3
H -0.3 0.1 -0.4
H -0.2 -1.2 -0.4
H -1.3 -0.9 0.6
H 0.4 -0.1 0.5
H 0.3 -0.5 0.7
C -1.2 -1.5 1.6
O 2.1 1.9 -0.1
C -0.8 -0.9 -2.5
C -0.9 2.9 -1.6
N -0.2 -1.8 1.3
C 1.8 0.5 1.4
C -2.1 0.2 0.0
O -0.9 -1.2 0.3
C 0.7 1.1 1.7
H -1.1 -0.1 -0.4
H -0.1 -0.4 0.0
H 0.5 0.3 0.1
H 0.0 -1.0 0.1
H 0.5 1.1 0.6
H -0.1 -0.7 -0.5
H 0.6 -0.3 0.7
H 0.0 0.3 -0.3
H 0.0 0.1 -0.8
H 0.5 0.0 0.4
H 0.3 0.1 0.1
H 0.4 0.1 0.1
H -0.5 0.1 -0.9
H 0.0 0.4 -0.6
H 0.3 -1.2 -0.6
C -0.7 0.1 0.2
O 0.0 0.7 -0.2
C 1.0 -0.2 0.3
C 0.0 -0.2 -1.6
N -0.7 0.9 -1.0
C -0.4 0.5 0.6
C 1.2 0.0 1.2
O -0.1 -0.3 0.3
C 0.2 0.8 -1.6
H -0.2 0.0 0.4
H 0.0 -0.2 -0.1
H -0.1 -0.3 -0.1
H 0.3 -0.3 0.4
H -0.3 0.2 -0.7
H 0.0 0.1 0.3
H -0.1 0.4 0.7
H -0.1 -1.8 0.9
H 0.3 0.1 0.0
H 0.6 -0.2 -0.1
H -0.5 0.1 -0.7
H 0.0 0.2 0.2
H 0.1 0.1 0.0
H 0.6 -1.2 0.4
H -1.2 0.4 0.2
C -1.2 2.0 -1.2
O 0.3 -0.2 0.3
C -0.2 -0.9 -0.8
C 1.1 0.8 2.2
N -0.5 0.1 0.1
C 0.4 1.4 -2.3
C 0.0 -0.7 1.2
O 0.0 -0.6 2.5
C 0.7 0.9 -1.6
H -0.1 0.4 0.0
H -0.1 -0.1 -0.4
H 0.0 -1.9 0.3
H 0.4 0.2 0.0
H 0.0 0.6 0.6
H 0.3 -0.2 -0.1
H -0.3 -0.3 -0.1
H 0.3 -0.3 -0.2
H 0.4 -0.1 0.2
H -0.3 -0.2 0.7
H -0.9 0.1 -0.7
H 0.3 -0.6 -1.0
H -0.7 -0.5 0.6
H -0.1 0.3 0.0
H 0.2 -0.1 -0.4
C -0.4 0.4 0.1
O 2.0 -0.4 0.5
C -1.8 -0.3 -2.0
C 0.1 -0.7 -1.0
N 0.2 0.1 1.3
C 0.4 0.0 0.2
C -0.1 1.2 -0.4
O 1.3 0.7 2.4
C 0.7 -0.2 -0.8
H 0.2 0.7 0.1
H -0.4 0.1 0.1
H 0.1 -0.3 0.1
H 0.5 0.4 1.1
H -0.1 -0.4 -0.5
H -0.3 0.4 -0.1
H 0.2 -0.5 -0.2
H -0.6 0.6 1.0
H 0.4 0.0 -0.7
H -0.3 0.6 -0.1
H -0.2 -0.6 -0.2
H -0.2 -1.5 -0.1
H -0.7 0.0 0.0
H -0.9 0.7 -0.2
H -0.2 -0.7 -0.3
C -0.1 -1.4 0.8
C -1.1 -0.2 -0.8
C -2.2 -0.2 0.9
C 2.8 -1.3 -0.2
C 0.1 0.0 0.8
C -1.4 1.4 -0.3
N 0.5 0.8 -0.8
O -0.3 0.9 0.4
C 0.1 -1.2 -0.7
C -0.2 0.2 0.0
C 0.3 -0.1 0.7
H 0.2 -0.2 -0.1
H -0.4 -0.1 -0.1
H 0.1 0.3 -0.2
H 0.7 0.3 -0.5
H 0.8 0.3 -0.1
H -0.3 0.3 0.6
H -0.8 0.3 -0.1
H 0.4 0.0 -0.2
H -0.1 -0.7 0.0
H 0.3 0.9 0.8
H 0.8 0.2 0.2
H -0.6 0.0 -0.6
H 0.4 0.1 0.0
H 0.0 0.0 -0.1
H -0.1 0.0 0.5
H -0.2 -0.8 -0.1
H 0.1 -0.1 0.0
H -0.4 0.5 -0.8
H 0.6 -0.2 -0.3
C 0.8 0.0 0.4
C -1.8 -0.2 -2.4
C 0.2 0.1 -0.2
C 1.1 -0.5 0.8
C 0.2 1.6 0.3
C -2.0 -0.6 -1.7
N -1.7 4.6 -1.7
O 1.4 -2.8 1.4
C -0.9 -0.3 0.7
C -0.5 -0.9 0.0
C 0.8 0.3 1.9
H -0.1 0.1 0.3
H 0.2 -0.3 -0.6
H 0.4 0.0 0.2
H 0.5 0.1 0.0
H -0.3 -0.7 0.5
H 0.1 0.1 0.4
H 0.3 -0.2 -0.4
H 0.0 0.4 -0.1
H -0.3 -0.2 -0.2
H -0.4 -0.4 0.0
H -0.2 0.2 0.2
H 0.6 -0.1 -0.1
H 0.1 0.4 -0.3
H 0.6 -0.2 0.1
H 0.1 0.0 -0.2
H -0.1 0.6 -0.2
H 0.2 -0.1 0.1
H -0.1 0.2 0.0
H 0.8 -1.4 0.6

Values from the calculation:
- LUMO energy (spin up / spin down) (eV) = 1.929 / 1.916
- orbital gap (spin up / spin down) (eV) = 1.3824 / 7.8488
- HOMO (spin up / spin down) (eV) = 0.546 / -5.933
- ⟨S²⟩ = 0.75
- 2S+1 = 2
- total energy (a.u.) = -3606.293613
- charge = -1

Mulliken atomic charge list, values in e, 5 entries: -1.0532 0.1788 -0.4078 0.1655 -1.2329